(1)
Entry from OMol25: a 2-piece molecular cluster, CH5ClN2O overall (ωB97M-V with the def2-TZVPD basis set).

## Properties
Expectation value of S² ... 2.01
E_LUMO (alpha / beta) ... 0.9 / -2.3 eV
Frontier orbital gap (alpha / beta) ... 8.532 / 8.449 eV
Multiplicity ... 3
Charge ... 0

Last column: Löwdin spin population.
Cartesian coordinates (Å):
1 Cl 0.350 1.851 3.706  0.212
2 O 0.034 -0.382 -0.524  0.005
3 N -0.718 0.240 2.205  0.895
4 N 0.335 0.889 2.274  0.826
5 C 0.173 -0.547 -1.995  0.000
6 H 1.012 -1.366 -2.236  0.000
7 H 0.425 0.473 -2.410  0.000
8 H -0.621 -0.590 1.569  0.061
9 H -0.662 -1.082 -2.305  0.000
10 H -0.327 0.514 -0.285  -0.001

=====

(2)
Entry from OMol25: a 2-piece molecular cluster, CH5ClN3 overall (ωB97M-V with the def2-TZVPD basis set).

## Properties
E_LUMO (alpha / beta) ... -5.4 / -4.7 eV
Frontier orbital gap (alpha / beta) ... 7.706 / 8.364 eV
Charge ... +1

Last column: Mulliken charge in e.
Cartesian coordinates (Å):
1 Cl -0.500 1.018 2.419  -0.083
2 N -1.992 -0.966 1.621  -0.227
3 N 0.903 0.978 -0.704  -0.080
4 N -0.055 -0.065 -0.729  -0.439
5 C -1.205 0.034 1.410  0.295
6 H 0.628 1.688 -1.410  0.371
7 H -2.459 -1.496 0.876  0.278
8 H -2.122 -1.315 2.535  0.239
9 H 0.741 1.316 0.310  0.259
10 H 1.823 0.510 -0.735  0.388

=====

(3)
Entry from OMol25: one molecule with the formula CH5ClNOPS (ωB97M-V with the def2-TZVPD basis set).

## Properties
E_LUMO ... 0.4 eV
Frontier orbital gap ... 10.078 eV
SMILES string ... CN[P@](O)(=S)Cl
Charge ... 0

Last column: Mulliken charge in e.
Cartesian coordinates (Å):
1 Cl 3.241 1.163 0.534  -0.194
2 S 2.265 -2.055 -0.186  -0.319
3 P 1.897 -0.136 -0.180  0.687
4 O 1.945 0.768 -1.944  -0.606
5 N 0.438 0.456 0.515  -0.275
6 C -0.575 -0.381 1.084  -0.663
7 H -0.093 -1.370 1.394  0.266
8 H -0.899 0.222 1.894  0.282
9 H 1.228 0.298 -2.352  0.313
10 H -1.379 -0.577 0.341  0.236
11 H 0.170 1.371 0.092  0.273

=====

(4)
Entry from OMol25: a 2-piece molecular cluster, CH5ClNP overall (ωB97M-V with the def2-TZVPD basis set).

## Properties
E_LUMO (alpha / beta) ... -1.9 / -1.9 eV
Frontier orbital gap (alpha / beta) ... 6.860 / 6.860 eV
Charge ... 0

Last column: Mulliken charge in e.
Cartesian coordinates (Å):
1 Cl -2.934 -0.380 0.750  -0.629
2 P -0.276 0.570 -0.813  0.354
3 N 0.324 1.517 0.477  -0.390
4 C 0.447 -1.073 -0.556  -0.816
5 H 1.023 -1.467 -1.420  0.332
6 H 1.204 -1.135 0.231  0.308
7 H 0.181 2.530 0.391  0.265
8 H 0.393 1.138 1.372  0.263
9 H -0.363 -1.700 -0.431  0.313

=====

(5)
Entry from OMol25: a 2-piece molecular cluster, CH5FN2 overall (ωB97M-V with the def2-TZVPD basis set).

## Properties
E_LUMO ... -0.2 eV
Frontier orbital gap ... 10.315 eV
SMILES string ... [H]/N=N/C.F
Charge ... 0

Last column: Mulliken charge in e.
Cartesian coordinates (Å):
1 F -2.198 -0.275 -0.145  -0.517
2 N 0.672 0.663 -0.296  -0.127
3 N -0.338 1.233 0.238  -0.332
4 C 0.818 -0.724 0.081  -0.723
5 H 1.905 -0.970 0.216  0.321
6 H 0.271 -1.148 0.841  0.377
7 H -0.455 2.117 -0.218  0.251
8 H 0.842 -1.247 -0.839  0.294
9 H -1.517 0.353 0.121  0.457

=====

(6)
Entry from OMol25: one molecule with the formula CH5FN2 (ωB97M-V with the def2-TZVPD basis set).

## Properties
E_LUMO ... 1.0 eV
Frontier orbital gap ... 10.593 eV
SMILES string ... CN(N)F
Charge ... 0

Last column: Mulliken charge in e.
Cartesian coordinates (Å):
1 F 1.484 0.841 -0.266  -0.353
2 N 0.516 -0.102 0.494  -0.116
3 N 0.520 -1.278 -0.054  -0.229
4 C -0.873 0.958 0.217  -0.581
5 H -0.268 1.770 0.508  0.351
6 H 1.290 -1.895 0.212  0.235
7 H -1.100 0.820 -0.891  0.210
8 H 0.121 -1.517 -0.952  0.202
9 H -1.690 0.403 0.731  0.280

=====

(7)
Entry from OMol25: a 2-piece molecular cluster, CH5FN2P overall (ωB97M-V with the def2-TZVPD basis set).

## Properties
E_LUMO (alpha / beta) ... -4.6 / -7.6 eV
Frontier orbital gap (alpha / beta) ... 9.730 / 4.522 eV
Charge ... +1

Last column: Mulliken charge in e.
Cartesian coordinates (Å):
1 P 3.178 0.651 -0.490  0.273
2 F 2.259 0.151 0.726  -0.202
3 N -1.173 0.634 -0.632  -0.302
4 N -0.866 -1.156 0.885  -0.337
5 C -0.391 -0.067 0.226  0.524
6 H -2.190 0.381 -0.762  0.262
7 H -0.673 1.312 -1.149  0.275
8 H 2.006 1.068 -1.300  -0.044
9 H -0.252 -1.608 1.534  0.281
10 H -1.897 -1.366 0.962  0.271

=====

(8)
Entry from OMol25: a 2-piece molecular cluster, CH5FOP2 overall (ωB97M-V with the def2-TZVPD basis set).

## Properties
E_LUMO (alpha / beta) ... -1.0 / -0.9 eV
Frontier orbital gap (alpha / beta) ... 6.818 / 7.507 eV
Charge ... 0

Last column: Mulliken charge in e.
Cartesian coordinates (Å):
1 P 0.325 1.467 0.554  -0.021
2 P -2.407 0.326 0.095  0.175
3 F -4.095 0.601 -0.175  -0.341
4 O 0.824 0.269 -0.356  -0.182
5 C 1.191 -1.095 -0.184  -0.535
6 H 0.156 2.464 -0.461  0.061
7 H -2.203 0.318 -1.413  0.057
8 H 1.742 -1.386 0.696  0.296
9 H 1.765 -1.549 -1.009  0.258
10 H 0.238 -1.752 -0.120  0.231

=====

(9)
Entry from OMol25: a 2-piece molecular cluster, CH5IN2O overall (ωB97M-V with the def2-TZVPD basis set).

## Properties
Expectation value of S² ... 2.01
E_LUMO (alpha / beta) ... -0.1 / -2.6 eV
Frontier orbital gap (alpha / beta) ... 8.028 / 6.995 eV
Multiplicity ... 3
Charge ... 0

Last column: Löwdin spin population.
Cartesian coordinates (Å):
1 I -2.975 -2.341 1.553  0.648
2 O -3.605 -0.004 -0.190  0.571
3 N -3.242 -1.080 -0.314  0.767
4 N -0.814 0.177 -0.424  0.013
5 C 0.147 -0.607 0.439  0.000
6 H -0.303 -0.939 1.419  0.000
7 H 1.030 0.134 0.547  0.000
8 H 0.387 -1.582 -0.061  0.000
9 H -1.144 1.032 0.191  0.000
10 H -0.144 0.658 -1.045  0.000

=====

(10)
Entry from OMol25: a 2-piece molecular cluster, CH5IN2S overall (ωB97M-V with the def2-TZVPD basis set).

## Properties
E_LUMO ... -0.2 eV
Frontier orbital gap ... 8.219 eV
SMILES string ... C=N.NSI
Charge ... 0

Last column: Mulliken charge in e.
Cartesian coordinates (Å):
1 I 1.555 1.834 -0.362  0.002
2 S -0.343 0.649 -1.225  -0.043
3 N -0.141 -1.083 1.583  -0.350
4 N -0.440 1.266 -2.786  -0.473
5 C 0.491 -0.526 2.479  -0.109
6 H -1.137 2.048 -2.685  0.264
7 H 0.647 -0.940 3.514  0.216
8 H -0.603 -1.904 1.943  0.227
9 H 1.140 0.408 2.287  0.022
10 H -0.607 0.736 -3.580  0.245

=====

(11)
Entry from OMol25: a 2-piece molecular cluster, CH5IN2S overall (ωB97M-V with the def2-TZVPD basis set).

## Properties
E_LUMO ... 0.4 eV
Frontier orbital gap ... 8.693 eV
Charge ... 0

Last column: Mulliken charge in e.
Cartesian coordinates (Å):
1 I 2.690 -0.153 0.001  0.043
2 S -0.709 -1.917 -0.207  -0.130
3 N -0.328 -0.658 0.902  -0.258
4 N 1.339 1.151 -0.563  -0.648
5 C -0.408 0.645 0.423  -0.446
6 H 0.881 0.962 -1.390  0.250
7 H 0.332 -0.713 1.644  0.309
8 H 0.428 -2.002 -1.059  0.131
9 H -0.114 1.292 1.133  0.337
10 H -1.079 0.898 -0.402  0.413

=====

(12)
Entry from OMol25: CH5INP as an isolated structure (ωB97M-V with the def2-TZVPD basis set).

## Properties
E_LUMO (alpha / beta) ... -1.0 / -0.9 eV
Frontier orbital gap (alpha / beta) ... 8.001 / 7.608 eV
Charge ... 0

Last column: Mulliken charge in e.
Cartesian coordinates (Å):
1 I -2.515 0.277 -0.783  0.130
2 P 1.105 2.366 -0.761  -0.046
3 N -0.646 -0.347 -0.604  -0.353
4 C -0.325 -1.166 0.459  -0.675
5 H -0.377 -2.241 0.233  0.292
6 H -0.992 -1.080 1.289  0.321
7 H 1.315 2.169 0.629  0.026
8 H 0.760 -1.093 0.640  0.275
9 H 1.675 1.116 -1.102  0.030